[1]
Formula: C10H26AgBr3N2O3
Source: OMol25
Level of theory: ωB97M-V/def2-TZVPD

Geometry as XYZ:
```
45
Properties=species:S:1:pos:R:3:nbo_charge:R:1
Ag -1.6826 1.6909 -0.6571 1.063
Br -2.7360 2.6547 1.7062 -0.873
Br -3.7387 0.9821 -2.2135 -0.553
Br -0.5862 3.8269 -1.9859 -0.730
O -0.3410 0.3309 -1.8972 -0.571
O -1.6680 -2.4604 2.2497 -0.555
O 2.6806 0.7298 -0.6976 -0.564
N 0.3182 1.5856 0.9779 -0.850
N -1.7571 -0.6308 0.2223 -0.627
C -1.2933 -3.7657 2.6133 -0.244
C -3.0039 -1.0509 0.8300 -0.253
C 0.1714 0.5043 -3.2035 -0.248
C -1.1579 -1.6207 -0.6874 -0.246
C 2.5228 1.9895 2.0419 -0.640
C 1.5575 2.3777 0.8744 -0.067
C 3.6238 0.6810 -1.7448 -0.250
C 0.0176 -0.9336 -1.3961 -0.069
C 2.3640 2.0848 -0.3982 -0.096
C -2.8857 -2.4350 1.5217 -0.087
H 2.0822 2.0673 3.0361 0.207
H -0.2143 2.0680 1.7124 0.412
H 0.8465 -0.8844 -0.6760 0.188
H 3.3701 2.6842 2.0239 0.201
H -0.3867 -3.7510 3.2079 0.193
H 1.2654 0.4892 -3.2975 0.154
H 2.9264 1.0017 1.8169 0.206
H 1.7296 2.4458 -1.2296 0.217
H 0.4686 -1.5843 -2.1543 0.175
H -3.8011 -1.1485 0.0869 0.214
H -0.6624 -2.4691 -0.1928 0.171
H 1.4372 3.4569 0.8091 0.222
H -1.3264 -4.4475 1.7551 0.164
H 4.6565 0.7339 -1.3936 0.165
H 0.6281 0.7610 1.4934 0.349
H -3.4358 -0.3617 1.5536 0.244
H -3.0114 -3.2187 0.7643 0.156
H 3.3736 1.4444 -2.4865 0.178
H -3.6730 -2.6178 2.2629 0.171
H -2.0803 -4.1999 3.2597 0.154
H -0.1206 1.4794 -3.5856 0.235
H 3.5601 -0.2538 -2.3114 0.178
H -0.1768 -0.3000 -3.8574 0.161
H -1.9733 -2.0360 -1.2848 0.201
H 3.2268 2.7597 -0.4842 0.162
H -1.1143 -0.6598 1.0157 0.378
```

The total energy is -234042.5461 eV. Its spin multiplicity is 2. For the HOMO-LUMO gap (alpha / beta), the calculation gives 0.266 / 0.188 Ha. The value obtained for the energy above the lowest of the compared OMol25 structures with the same formula, charge and spin is 0.00 kcal/mol. Its lowest unoccupied orbital energy (alpha / beta) is 2.5 / 0.6 eV. As for the expectation value of S²: 0.757. As for the net charge: -1.

---

[2]
Formula: C4H7NO3
Source: OMol25
Level of theory: ωB97M-V/def2-TZVPD

Geometry as XYZ:
```
15
Properties=species:S:1:pos:R:3:nbo_charge:R:1
O -2.0399 -0.6719 -0.2479 -0.684
O 0.7878 -1.4909 1.8005 -0.532
O 2.1482 -0.2450 0.4203 -0.474
N -0.9264 1.0342 1.0443 -0.846
C 1.6139 0.8232 -0.2448 -0.075
C 0.9688 -0.7507 0.8715 0.769
C 0.1704 0.3389 0.0759 -0.023
C -0.7690 -0.2865 -0.9435 -0.106
H -1.6182 1.5764 0.6866 0.368
H 1.7404 1.7680 0.0756 0.196
H -1.1406 -0.0422 1.5773 0.426
H -0.2240 -1.2319 -1.1711 0.163
H 1.9080 0.8690 -1.3029 0.176
H -1.9054 -2.0139 -0.6803 0.448
H -0.7140 0.3232 -1.9614 0.194
```

The total energy is -11887.8196 eV. For the HOMO-LUMO gap, the calculation gives 0.327 Ha. The value obtained for the energy above the lowest of the compared OMol25 structures with the same formula, charge and spin is 171.98 kcal/mol. Its lowest unoccupied orbital energy is -0.4 eV.

---

[3]
Formula: C6H12N2
Source: OMol25
Level of theory: ωB97M-V/def2-TZVPD

Geometry as XYZ:
```
20
Properties=species:S:1:pos:R:3:nbo_charge:R:1
N 1.3614 -2.2432 -1.2944 -0.617
N 0.9318 1.4085 1.0333 -0.632
C -2.5783 0.1777 0.9224 -0.610
C -1.4401 1.1637 1.1054 -0.462
C 0.0042 -0.4411 -0.3765 -0.570
C 1.2917 -0.9991 -0.9336 0.323
C -0.0667 0.7134 0.5997 0.332
C 2.5030 -0.1449 -1.1768 -0.684
H -1.6869 2.1037 0.5987 0.225
H -0.6132 -0.1711 -1.2414 0.246
H -1.3396 1.3886 2.1747 0.233
H 3.0983 -0.0919 -0.2613 0.228
H 3.1310 -0.5956 -1.9518 0.246
H 1.8406 1.1112 0.6897 0.335
H -0.4926 -1.2823 0.1238 0.237
H -3.4952 0.5716 1.3723 0.220
H 0.4760 -2.7373 -1.1396 0.325
H 2.2091 0.8542 -1.5047 0.222
H -2.7791 -0.0036 -0.1382 0.201
H -2.3555 -0.7824 1.3982 0.202
```

The total energy is -9396.0409 eV. For the HOMO-LUMO gap, the calculation gives 0.387 Ha. The value obtained for the energy above the lowest of the compared OMol25 structures with the same formula, charge and spin is 18.65 kcal/mol. Its lowest unoccupied orbital energy is 0.8 eV. Its structure (SMILES) is [H]/N=C(/C)C/C(CC)=N\[H].

---

[4]
Formula: C21H48N2O2OsP2S
Source: OMol25
Level of theory: ωB97M-V/def2-TZVPD

Geometry as XYZ:
```
77
Properties=species:S:1:pos:R:3:lowdin_charge:R:1
Os -0.0611 -0.1028 -0.1589 0.845
S 0.7618 0.3898 2.3038 0.892
P 0.0055 -2.3193 0.3979 0.937
P 0.0378 2.1710 -1.0258 1.030
O 2.9958 -0.2192 -0.6248 0.186
O -2.9818 0.5067 0.5731 0.171
N -0.2315 1.5297 4.4628 0.169
N 0.0518 -0.7078 4.7998 0.213
C -1.0405 3.7372 1.0590 -0.066
C -0.3195 2.2054 -2.8660 -0.508
C -2.7628 -3.0499 0.4474 -0.069
C 2.1010 -2.6142 2.3852 -0.097
C -0.1343 -3.0257 -1.3550 -0.451
C 0.1512 0.3380 3.9653 -0.644
C 1.3127 -4.6971 1.3081 -0.064
C 1.2327 -3.3744 -1.9562 -0.059
C 2.2394 3.2057 0.4281 -0.065
C 1.8306 -0.2216 -0.4789 -0.360
C -1.6436 -2.7444 2.6619 -0.085
C -0.8768 -1.9888 -2.2016 -0.127
C 0.7706 1.4706 -3.6495 -0.074
C -1.2538 3.3935 -0.4197 -0.437
C -1.8735 0.2179 0.3205 -0.338
C -1.7164 1.6478 -3.1483 -0.065
C -1.4766 4.6716 -1.2478 -0.016
C 1.7844 4.3909 -1.7507 -0.021
C -1.4383 -3.1729 1.2076 -0.503
C 1.6961 3.0530 -0.9965 -0.439
C 1.5105 -3.1892 1.0956 -0.500
H 3.3020 3.4798 0.3573 0.137
H 2.2517 -3.0258 0.2957 0.099
H 0.6495 -4.8902 2.1643 0.098
H 2.2923 -5.1302 1.5606 0.120
H -1.9334 -1.8762 -1.9470 0.083
H 0.9133 0.4516 -3.2571 0.061
H 0.4632 1.3895 -4.7017 0.106
H 0.2514 -1.6654 4.5318 0.101
H -2.7396 -3.5279 -0.5362 0.087
H 1.9382 -2.5346 -1.8747 0.075
H 1.4388 -2.7718 3.2461 0.063
H -0.8250 2.8440 1.6625 0.039
H -0.0919 2.3164 3.8406 0.103
H -0.7415 -3.9419 -1.2536 0.139
H -0.2994 3.2689 -3.1558 0.105
H 2.1667 2.2741 1.0032 0.020
H -1.8120 0.6228 -2.7586 0.060
H -0.1934 -1.0072 -5.5250 0.048
H -0.2381 4.4744 1.1993 0.097
H -2.3638 5.1768 -0.8362 0.144
H -0.7962 -2.2653 -3.2618 0.076
H -0.8135 -3.0277 3.3201 0.062
H 1.1106 -3.5982 -3.0231 0.115
H -2.5443 -3.2609 3.0257 0.115
H -0.0641 -0.5166 5.7953 0.170
H -1.9665 4.1892 1.4432 0.133
H -1.1275 -4.2314 1.1843 0.118
H -2.1738 2.7840 -0.4934 0.129
H 1.3019 5.2080 -1.1961 0.100
H -1.6783 4.4722 -2.3074 0.096
H -1.8195 -1.6614 2.7451 0.067
H 1.7338 1.9963 -3.6119 0.093
H -0.6392 5.3770 -1.1624 0.097
H 0.9306 -5.2259 0.4273 0.094
H 2.3379 2.3235 -1.5243 0.133
H 2.3280 -1.5431 2.3071 0.024
H 1.6810 -4.2523 -1.4825 0.092
H -1.8757 1.6166 -4.2358 0.121
H -0.3724 -0.9846 -2.0681 0.001
H 1.3835 4.3480 -2.7718 0.098
H -0.1862 -1.7216 -5.2952 0.042
H -0.2271 1.7256 5.4527 0.160
H -3.0698 -2.0012 0.3346 0.059
H -3.5344 -3.5552 1.0448 0.117
H 2.8512 4.6513 -1.8320 0.143
H 1.7268 4.0031 0.9804 0.091
H -2.5081 2.2639 -2.7035 0.090
H 3.0396 -3.1527 2.5910 0.124
```

The total energy is -61465.3896 eV. Its spin multiplicity is 5. For the HOMO-LUMO gap (alpha / beta), the calculation gives 0.293 / 0.150 Ha. Its lowest unoccupied orbital energy (alpha / beta) is -13.2 / -17.7 eV. As for the expectation value of S²: 6.024. As for the net charge: +4.